# 1
The following is a quantum chemistry calculation of an isolated ion of composition C4H7NO2 and charge +1, from OMol25.

Results
HOMO (alpha / beta) in eV: -15.4 / -15.1
M in g/mol: 101.105
Kohn-Sham gap (alpha / beta) in eV: 11.123 / 5.415
Spin multiplicity: 2
Total charge: +1
Electronic energy in eV: -9835.5657

```
14
Properties=species:S:1:pos:R:3:forces:R:3
C -0.913 0.828 1.650 0.4 1.8 0.9
C 0.099 0.312 0.539 -1.7 -0.3 0.5
H 1.587 -0.386 2.160 -0.5 0.2 -1.2
H -1.694 1.585 1.223 1.9 -1.1 0.6
O -0.638 1.095 -1.871 0.4 -0.5 -0.1
H -1.515 0.150 2.270 0.4 -0.6 -0.7
C 1.286 -0.484 1.059 3.1 -3.3 -0.3
N -0.602 -0.593 -0.403 2.6 4.7 -0.2
O 1.926 -1.244 0.317 -2.1 2.6 2.2
C -0.837 -0.079 -1.664 -1.5 0.1 -1.3
H -0.209 1.303 2.448 -1.3 -0.3 -1.5
H -1.217 -1.268 -0.101 -1.5 -2.4 1.3
H -1.425 -0.731 -2.341 0.5 0.1 0.1
H 0.580 1.222 0.088 -0.9 -1.0 -0.3
```
Forces are in eV/Å.


# 2
The following is a quantum chemistry calculation of C21H18Cl4F6N2NiO10S4 as an isolated structure, from OMol25.

Results
HOMO (alpha / beta) in eV: -1.6 / -1.5
M in g/mol: 901.140
Kohn-Sham gap (alpha / beta) in eV: 5.695 / 5.668
Spin multiplicity: 3
Total charge: -2
Electronic energy in eV: -196305.4308

```
66
Properties=species:S:1:pos:R:3:forces:R:3
F -4.063 1.533 -1.455 0.0 0.0 0.1
C 5.407 -2.847 -4.194 0.0 0.0 0.0
C 3.122 -3.393 -2.767 -0.1 0.3 0.0
O 1.938 -4.207 -0.593 0.1 -0.1 0.1
C -2.647 1.670 4.139 0.0 0.0 0.1
C 1.171 -1.159 1.555 -0.1 0.2 0.1
S 1.670 -3.359 -1.722 -0.2 -0.2 0.1
H -0.474 3.664 0.978 0.0 0.1 0.1
Cl 3.504 -1.650 2.784 0.0 0.0 0.0
H -2.882 3.836 0.509 -0.1 -0.1 0.0
C -0.163 -0.631 -4.048 0.0 0.0 0.2
H 5.142 -4.799 -5.050 0.0 0.0 0.0
C -3.003 0.850 -1.879 -0.2 0.0 -0.4
O -0.648 -0.908 0.119 0.2 0.2 -0.2
C 3.597 -4.354 -3.635 -0.1 -0.2 0.1
S -1.531 2.051 -1.967 0.4 0.2 0.0
F -1.065 -0.752 -5.022 0.0 0.1 0.0
O 3.381 -0.146 -1.403 -0.1 0.0 -0.2
H 6.296 -2.636 -4.777 0.0 0.0 0.0
Cl -1.100 -4.343 3.885 0.0 0.0 0.0
H -0.475 1.740 3.824 0.0 -0.1 0.0
C -2.719 1.093 5.553 0.0 0.0 -0.1
F -3.263 0.478 -3.152 0.0 0.0 0.1
H -2.715 2.761 4.189 0.0 0.0 -0.1
F -0.705 -1.058 -2.908 0.1 0.0 -0.1
H -1.228 0.170 3.505 0.0 0.0 0.0
H -0.792 3.661 2.734 0.1 0.0 -0.1
N -1.016 1.839 -3.457 0.2 -0.1 0.3
O 0.780 1.525 -5.131 -0.1 0.1 0.0
H -1.939 1.521 6.189 0.0 0.0 0.0
H 3.076 -5.296 -3.758 0.0 0.0 0.0
H -1.590 5.966 0.824 0.0 0.0 0.0
C -0.166 -1.508 1.166 -0.1 0.0 -0.3
O -0.523 1.767 -0.943 -0.6 -0.1 -0.7
S -1.380 1.564 1.629 -0.2 0.5 0.8
H -3.489 1.310 3.543 0.0 0.1 0.0
H -3.688 1.295 6.015 0.0 0.0 0.0
Ni 0.881 0.089 -0.839 -0.3 -1.1 1.7
C -2.520 4.127 1.493 0.2 0.1 0.0
C 1.820 -1.965 2.481 0.0 0.0 0.1
C 1.140 -2.981 3.181 -0.1 0.1 0.0
H -2.573 0.010 5.527 0.0 0.0 0.0
S 0.333 1.127 -3.832 0.1 0.4 0.0
F 0.897 -1.368 -4.364 0.0 0.0 0.0
C 2.996 -1.267 -1.705 0.0 -0.2 0.2
O 1.677 -0.097 1.000 0.3 0.2 -0.6
C -1.372 1.253 3.432 0.0 -0.2 -0.2
C 4.754 -4.068 -4.352 0.0 0.1 0.0
H -3.281 6.151 1.305 0.0 0.0 0.0
Cl 1.984 -3.963 4.342 0.0 0.1 0.0
H -2.024 5.972 2.542 0.0 0.0 0.0
H 5.390 -0.926 -3.183 0.0 0.0 0.0
C 3.767 -2.186 -2.605 0.1 -0.1 -0.1
C -2.344 5.644 1.548 0.0 -0.1 0.0
H -3.264 3.805 2.222 -0.1 0.0 -0.1
O -2.794 1.358 1.185 0.1 -0.1 -0.1
C 4.915 -1.891 -3.313 0.1 0.0 0.0
O 1.328 1.139 -2.764 -0.5 -0.5 -0.3
N 1.792 -1.789 -1.330 0.6 0.4 -0.5
C -1.203 3.413 1.753 0.0 -0.3 -0.2
C -0.207 -3.178 2.950 0.0 0.1 -0.1
F -2.835 -0.222 -1.162 0.2 0.1 0.0
O 0.491 -3.666 -2.486 0.0 0.2 -0.1
Cl -2.546 -2.667 1.605 0.0 0.0 0.0
O -2.167 3.328 -1.857 0.0 0.1 0.0
C -0.858 -2.428 1.949 0.0 -0.1 0.0
```
Forces are in eV/Å.


# 3
The following is a quantum chemistry calculation of C11H18NO as an isolated structure, from OMol25.

Results
HOMO (alpha / beta) in eV: -11.0 / -12.1
M in g/mol: 180.271
Kohn-Sham gap (alpha / beta) in eV: 6.988 / 4.597
Spin multiplicity: 3
Total charge: +1
Electronic energy in eV: -15219.2833

```
31
Properties=species:S:1:pos:R:3:forces:R:3
C 1.815 -2.964 -0.159 -0.6 -1.6 0.1
H -1.961 -0.986 -0.325 -2.0 1.9 0.1
H 1.648 1.766 -1.975 0.2 0.2 -0.1
H 0.593 2.591 3.158 -0.2 -0.2 -0.4
H -1.044 -1.915 0.879 -1.1 -0.6 1.6
O 2.449 -0.756 0.015 0.2 0.8 2.6
N -0.431 1.016 2.032 1.5 0.9 0.2
C 0.701 -0.105 -1.441 -0.1 -2.0 -1.4
C -0.087 -0.282 -2.783 -1.8 -2.4 1.6
C -1.163 -1.593 -0.117 0.6 -0.1 0.9
H -1.384 -2.424 -0.695 0.0 -2.1 -1.5
H -0.071 1.832 -1.342 1.3 -0.1 -0.4
H 1.767 -3.978 0.302 0.0 1.2 -0.3
C -1.746 1.573 1.850 -2.3 -2.5 2.6
H 2.681 -2.955 -2.268 -1.2 0.1 0.8
H -0.515 -1.420 -2.980 1.4 2.9 0.5
C 2.139 -2.537 -1.377 2.1 0.6 -2.2
H 0.562 2.654 1.412 1.1 1.1 -1.2
H 1.558 1.384 2.376 1.1 0.1 -0.7
H -2.269 2.087 2.791 1.2 -1.1 -1.8
H -2.440 0.683 1.498 1.1 2.0 0.6
H -1.603 2.274 1.126 -0.4 2.1 -2.3
C 0.705 2.003 2.221 -2.7 -0.8 1.5
H -0.377 0.554 2.887 -0.4 -1.7 1.5
C 1.314 -1.621 0.189 1.1 -0.5 2.0
C 0.968 1.387 -1.230 -2.8 -0.3 0.2
H 0.450 0.094 -3.632 0.2 0.1 -0.4
C 1.910 -1.025 -1.158 0.8 -0.4 -3.3
H -1.000 0.333 -2.566 0.7 -0.5 -0.7
H 1.160 1.646 -0.215 1.0 0.0 0.5
C 0.102 -0.994 -0.294 0.1 2.8 -0.6
```
Forces are in eV/Å.


# 4
The following is a quantum chemistry calculation of a 9-piece molecular cluster, C30H72ClN8O10 overall, from OMol25.

Results
HOMO (alpha / beta) in eV: 2.4 / -4.1
M in g/mol: 740.405
Kohn-Sham gap (alpha / beta) in eV: 1.754 / 8.208
Spin multiplicity: 2
Total charge: -2
Electronic energy in eV: -77186.4205

```
121
Properties=species:S:1:pos:R:3:forces:R:3
H -11.375 -3.536 3.527 -0.7 0.1 0.1
H -10.288 -2.492 4.310 0.4 0.4 0.1
H -10.680 5.222 11.104 -0.4 0.0 0.4
H -3.773 0.205 11.751 0.3 0.5 -0.6
C -5.910 -5.799 10.533 -0.1 -1.1 -0.3
C -12.890 -4.376 17.061 0.1 1.0 -1.0
H -12.271 -5.229 8.242 0.4 -0.1 0.3
H -9.590 1.918 12.369 0.3 0.0 -0.3
H -3.003 -4.574 10.126 -0.2 0.0 -0.4
H -7.753 -2.711 5.167 -0.1 -0.2 0.2
C -11.568 -2.177 6.668 -1.5 -1.5 0.6
H -9.601 -4.777 4.301 -0.1 -0.6 0.0
C -10.311 -4.520 5.086 -0.4 1.6 -0.6
H -11.177 -1.161 6.623 0.1 0.2 -0.5
C -11.044 -3.248 4.525 0.6 -0.6 0.4
H -12.374 1.386 13.511 0.0 0.4 0.2
C -6.466 -0.205 11.062 0.0 0.2 0.4
C -10.667 2.085 12.355 -1.3 -0.4 0.1
N -6.646 -2.677 7.029 -1.2 -0.8 0.2
H -11.059 -5.286 5.292 0.3 -0.2 0.0
O -10.277 -3.256 16.983 0.0 0.3 -0.1
C -11.031 -8.357 7.750 -0.1 0.2 0.8
H -11.190 2.791 9.290 -0.2 -0.5 0.8
H -4.215 -7.920 11.206 -1.2 0.7 -0.2
H -14.008 -1.916 5.424 0.1 0.2 0.3
H -13.392 1.619 10.582 0.2 0.2 0.1
H -6.302 0.857 11.248 0.3 0.1 0.4
H -10.829 5.789 14.748 0.3 0.5 0.0
C -12.627 -2.234 7.797 -0.7 0.5 -0.2
H -6.366 -4.798 10.481 -0.3 -0.2 -0.2
H -3.861 -0.708 10.154 -0.6 0.5 -0.1
H -12.682 -0.893 4.802 -0.5 0.6 -0.4
O -9.907 -1.301 10.488 -0.5 0.6 0.4
H -14.478 -1.560 3.211 -0.2 -0.3 -0.2
H -13.406 -1.486 7.653 0.1 0.4 0.0
H -11.002 0.331 13.412 0.1 -0.2 0.3
N -12.101 -2.748 5.387 0.3 -0.5 0.5
O -8.694 -3.224 11.107 0.3 0.8 0.3
C -12.946 -3.544 14.657 -0.1 -0.4 -0.6
H -4.469 -3.640 10.607 0.2 -0.2 -0.2
H -3.344 -6.778 12.169 0.0 0.2 0.3
H -10.726 -2.618 15.079 0.3 0.0 0.1
C -12.285 -6.299 8.037 -1.4 0.5 -0.2
H -10.204 -5.312 8.909 0.3 0.1 0.5
H -12.887 -1.324 11.848 0.0 -0.4 -0.3
H -12.976 -6.780 8.730 -0.4 0.1 0.1
H -15.972 1.063 10.403 0.6 0.2 -0.3
C -10.355 4.182 13.431 -1.3 0.8 0.5
H -12.250 0.338 10.168 -0.3 -0.7 0.1
C -3.824 -6.903 11.198 1.1 0.4 0.0
O -8.944 -6.951 8.924 0.1 0.2 0.2
C -3.829 -4.492 10.833 0.1 0.4 0.8
N -11.031 3.488 12.322 0.8 0.9 0.5
H -10.049 -8.815 7.635 0.1 0.6 0.2
C -9.991 -6.377 8.730 0.7 0.3 -0.5
O -6.481 -6.870 10.323 0.8 1.5 0.6
H -9.280 4.327 13.324 0.4 -0.1 -0.6
H -10.857 1.732 14.477 -0.4 -0.2 0.2
O -10.045 -2.182 12.700 -0.7 0.9 1.2
H -15.745 -0.497 9.483 -0.6 0.5 -0.5
C -5.351 -3.011 7.059 0.7 0.0 1.6
C -11.025 5.552 13.703 0.6 -1.0 0.2
C -13.965 -1.299 11.626 -1.4 0.9 1.2
H -10.592 6.289 13.027 -0.6 0.3 0.2
H -16.377 -0.455 11.095 0.5 -0.3 0.3
C -7.319 -2.045 5.913 1.2 1.0 -0.2
N -4.604 -5.690 10.905 -0.3 -2.2 -0.1
H -6.582 -0.241 9.978 0.4 -0.7 -0.1
C -4.022 -0.721 11.232 0.3 0.1 0.7
Cl -9.931 -2.481 11.317 1.9 -3.0 -2.2
N -14.275 -0.216 10.820 0.0 -2.0 2.1
N -11.035 -6.941 8.112 0.4 -1.0 -1.3
H -12.201 -3.550 13.861 -0.2 0.3 -0.2
H -9.565 3.938 10.949 0.4 -0.2 -0.5
C -11.005 -3.140 16.007 0.6 -0.2 0.3
H -13.617 -2.692 14.551 0.2 0.2 0.2
H -6.569 -1.409 5.442 0.0 -0.1 -0.5
H -4.790 -2.611 6.199 0.1 -0.1 -0.1
H -12.931 -2.116 2.607 0.1 0.0 0.0
O -4.744 -2.702 13.088 -1.4 1.0 -0.8
N -5.388 -1.028 11.661 -0.3 -0.1 -1.3
H -12.331 -4.394 17.996 0.5 0.2 -0.5
H -13.800 -3.818 17.280 -0.3 -0.2 0.0
H -11.511 -8.830 8.607 -0.2 -0.7 -0.2
H -13.706 0.702 9.156 0.7 0.1 -0.5
H -13.985 -3.305 3.363 -0.3 0.1 0.1
C -15.651 0.022 10.437 -0.4 -0.9 -0.2
H -11.385 4.417 9.071 0.0 0.4 0.1
H -9.697 -4.284 5.955 -0.3 -0.2 0.2
H -12.201 -2.102 8.791 0.3 0.2 -0.1
C -13.666 -2.263 3.398 0.8 0.3 0.2
H -10.441 3.662 14.386 -0.2 -0.5 -0.4
H -7.091 -3.700 8.866 0.1 0.1 -0.4
H -13.228 -3.142 7.864 0.4 -0.5 -0.4
H -6.700 -2.114 12.810 0.1 -0.1 -0.2
O -10.955 -3.402 10.873 -1.1 0.8 0.3
C -10.631 4.134 11.059 0.5 -0.8 -0.1
O -4.799 -3.579 8.016 -0.5 0.5 -1.6
C -5.635 -2.018 12.548 1.2 -0.5 1.0
H -12.720 -6.359 7.039 0.0 -0.2 -0.2
H -10.792 -2.814 7.091 0.4 -0.1 -0.7
C -11.284 1.376 13.540 0.5 -0.6 0.0
H -2.989 -6.975 10.502 0.2 0.2 -0.3
H -12.494 3.748 10.213 -0.2 -0.6 -0.3
H -3.237 -1.402 11.561 -0.7 -0.5 0.5
H -3.394 -4.325 11.819 0.1 0.3 0.1
C -13.131 -1.886 4.777 0.8 -0.4 0.5
H -8.061 -1.322 6.252 -0.2 -0.3 0.2
O -14.785 -2.021 12.242 1.4 1.3 -1.7
H -13.572 -4.415 14.460 0.1 -0.2 0.3
H -13.134 -5.398 16.770 0.0 0.0 -0.1
H -8.243 -3.961 7.531 0.2 -0.3 -0.1
C -7.567 -3.245 7.998 -0.6 0.2 0.7
C -11.464 3.675 9.866 0.1 1.1 -0.4
H -8.233 -2.467 8.373 0.1 0.2 0.1
H -11.586 -8.548 6.831 -0.2 0.2 0.1
H -11.151 1.556 11.534 0.6 0.4 -0.5
H -12.105 5.415 13.648 0.0 0.3 -0.5
C -13.304 0.615 10.166 -0.7 0.9 -0.5
H -7.456 -0.421 11.463 0.2 -0.4 0.2
N -12.232 -3.658 15.910 -1.1 -1.0 1.5
```
Forces are in eV/Å.


# 5
The following is a quantum chemistry calculation of a 2-piece molecular cluster, CHF3O2S overall, from OMol25.

Results
HOMO (alpha / beta) in eV: -10.2 / -10.2
M in g/mol: 134.078
Kohn-Sham gap (alpha / beta) in eV: 8.300 / 8.294
Electronic energy in eV: -24132.6376

```
8
Properties=species:S:1:pos:R:3:forces:R:3
F 0.533 -1.926 -0.724 -0.6 0.7 -0.5
O -1.754 -1.230 -0.383 -1.4 -0.6 0.1
H 0.378 1.840 0.408 0.6 1.1 -1.4
F 1.669 0.410 1.167 -1.0 0.5 -0.5
F -0.302 0.891 1.899 -0.9 -0.7 1.2
S -0.558 -0.726 -0.927 3.1 3.5 -1.9
C 0.480 0.920 0.900 0.5 -2.4 -1.2
O -0.447 -0.180 -2.341 -0.3 -2.1 4.2
```
Forces are in eV/Å.


# 6
The following is a quantum chemistry calculation of an isolated ion of composition CHN5O and charge -2, from OMol25.

Results
HOMO in eV: 2.3
M in g/mol: 99.053
Kohn-Sham gap in eV: 5.973
Total charge: -2
Electronic energy in eV: -10545.6194

```
8
Properties=species:S:1:pos:R:3:forces:R:3
O 2.230 1.302 -0.234 -0.8 0.3 -0.2
H 1.907 -0.611 0.160 -2.0 1.8 0.3
N -2.155 0.108 0.035 -0.4 1.8 0.2
C -0.009 0.107 0.006 -0.8 2.0 -1.2
N -1.100 1.027 0.035 1.2 -3.7 0.5
N -0.449 -1.129 -0.230 1.3 -1.0 1.1
N -1.772 -1.118 -0.058 -0.1 0.9 -0.8
N 1.347 0.314 0.285 1.7 -2.1 0.0
```
Forces are in eV/Å.


- Which formula does entry 5 have?
  CHF3O2S